The following is a quantum chemistry calculation of a cluster of 6 separate species, C77H55NO16PS in total in a non-equilibrium geometry, from OMol25.

Cartesian coordinates (Å):
C 0.500 -1.900 -2.273
C -0.379 -1.059 -3.182
O -1.677 -0.986 -2.635
C -2.723 -1.196 -3.542
C -4.064 -1.452 -2.862
C -4.446 -0.490 -1.676
O -3.889 0.615 -1.732
O -5.339 -0.902 -0.945
N -4.372 -2.897 -2.581
C -4.855 -3.446 -3.862
O -5.142 -4.816 -3.803
C -4.607 -5.617 -4.831
P -3.227 -3.777 -1.726
O -3.975 -5.163 -1.395
O -2.103 -4.304 -2.757
S -2.498 -2.946 -0.168
H 0.253 -2.959 -2.381
H 1.559 -1.758 -2.505
H 0.299 -1.639 -1.233
H -0.406 -1.488 -4.195
H 0.026 -0.043 -3.288
H -2.851 -0.321 -4.196
H -2.466 -2.038 -4.210
H -4.817 -1.156 -3.603
H -4.156 -3.243 -4.692
H -5.779 -2.902 -4.086
H -5.277 -5.651 -5.697
H -3.622 -5.261 -5.159
H -4.490 -6.629 -4.438
H -4.810 -4.968 -0.950
H -2.389 -4.280 -3.678
C 2.089 -12.075 -7.026
C 2.334 -10.853 -7.643
C 1.741 -9.699 -7.159
C 0.893 -9.764 -6.060
C 0.635 -10.992 -5.452
C 1.241 -12.145 -5.934
C -0.300 -11.098 -4.291
O -0.513 -12.170 -3.763
C -0.956 -9.850 -3.818
C -1.865 -9.921 -2.769
C -2.479 -8.770 -2.307
C -2.187 -7.536 -2.878
C -1.281 -7.462 -3.923
C -0.669 -8.613 -4.403
C 0.277 -8.502 -5.548
O 0.540 -7.433 -6.056
H 2.559 -12.975 -7.402
H 2.992 -10.802 -8.501
H 1.925 -8.739 -7.622
H 1.035 -13.087 -5.445
H -2.080 -10.885 -2.328
H -3.190 -8.825 -1.492
H -2.672 -6.644 -2.507
H -1.034 -6.512 -4.380
C -0.999 1.946 8.251
C -1.080 3.298 7.934
C -1.455 3.693 6.662
C -1.745 2.740 5.694
C -1.655 1.386 6.006
C -1.288 0.994 7.288
C -1.935 0.336 4.973
O -1.861 -0.838 5.270
C -2.291 0.794 3.607
C -2.514 -0.152 2.612
C -2.858 0.249 1.331
C -2.989 1.601 1.036
C -2.766 2.551 2.020
C -2.411 2.159 3.306
C -2.158 3.198 4.329
O -2.269 4.387 4.098
H -0.705 1.639 9.247
H -0.851 4.046 8.684
H -1.529 4.740 6.399
H -1.229 -0.063 7.511
H -2.416 -1.203 2.850
H -3.029 -0.481 0.551
H -3.277 1.879 0.030
H -2.864 3.607 1.805
C -7.380 -0.356 -3.476
C -7.274 1.027 -3.560
C -7.614 1.681 -4.734
C -8.052 0.955 -5.835
C -8.141 -0.439 -5.757
C -7.810 -1.087 -4.573
C -8.566 -1.252 -6.927
O -8.649 -2.462 -6.872
C -8.883 -0.527 -8.196
C -9.238 -1.262 -9.321
C -9.547 -0.611 -10.503
C -9.508 0.778 -10.565
C -9.152 1.514 -9.449
C -8.832 0.865 -8.262
C -8.425 1.682 -7.077
O -8.401 2.893 -7.144
H -7.101 -0.853 -2.551
H -6.917 1.585 -2.705
H -7.539 2.757 -4.812
H -7.891 -2.164 -4.526
H -9.266 -2.341 -9.252
H -9.820 -1.185 -11.379
H -9.754 1.285 -11.489
H -9.112 2.594 -9.479
C 1.526 6.500 6.790
C 2.344 7.567 6.436
C 3.684 7.562 6.787
C 4.210 6.490 7.500
C 3.384 5.429 7.872
C 2.043 5.435 7.508
C 3.909 4.288 8.680
O 3.194 3.366 9.006
C 5.347 4.330 9.080
C 5.857 3.303 9.864
C 7.193 3.313 10.230
C 8.026 4.344 9.809
C 7.523 5.373 9.032
C 6.180 5.374 8.673
C 5.657 6.501 7.853
O 6.389 7.395 7.481
H 0.482 6.499 6.503
H 1.935 8.403 5.883
H 4.335 8.383 6.519
H 1.416 4.599 7.784
H 5.198 2.505 10.175
H 7.588 2.513 10.841
H 9.072 4.343 10.088
H 8.158 6.180 8.692
C 13.103 5.106 2.140
C 13.203 5.372 3.502
C 12.075 5.710 4.229
C 10.841 5.793 3.596
C 10.743 5.541 2.227
C 11.877 5.191 1.504
C 9.437 5.653 1.512
O 9.356 5.427 0.324
C 8.246 6.059 2.310
C 7.025 6.212 1.664
C 5.902 6.575 2.389
C 5.992 6.785 3.760
C 7.206 6.640 4.411
C 8.337 6.279 3.687
C 9.635 6.144 4.406
O 9.719 6.310 5.604
H 13.986 4.835 1.575
H 14.165 5.312 3.996
H 12.133 5.914 5.289
H 11.781 4.991 0.446
H 6.970 6.040 0.598
H 4.951 6.692 1.885
H 5.110 7.061 4.324
H 7.290 6.803 5.476

net charge	-1
calculated total energy	-135122.56689	eV
LUMO level	0.05	eV



The following is a quantum chemistry calculation of a structure of composition C77H65N6OP4RuSSe2 in a non-equilibrium geometry, from OMol25.

Cartesian coordinates (Å):
Ru 0.685 0.082 -0.598
Se 1.868 2.163 5.843
P 0.097 2.811 4.829
C -1.372 2.523 5.861
C -1.360 3.012 7.166
C -2.442 2.774 7.993
C -3.531 2.056 7.521
C -3.531 1.564 6.226
C -2.447 1.781 5.394
C 0.243 4.559 4.314
C 1.098 4.840 3.251
C 1.269 6.146 2.834
C 0.603 7.176 3.482
C -0.233 6.895 4.550
C -0.416 5.589 4.972
C 0.026 1.904 3.288
C -0.618 2.020 2.049
N -0.003 1.123 1.256
N 0.943 0.517 1.941
N 0.985 0.967 3.152
P -2.060 2.810 1.304
Se -2.413 1.771 -0.541
C -3.476 3.129 2.395
C -3.302 3.900 3.537
C -4.384 4.164 4.356
C -5.635 3.662 4.038
C -5.810 2.904 2.890
C -4.733 2.644 2.060
C -1.441 4.471 0.823
C -2.023 5.667 1.220
C -1.510 6.868 0.759
C -0.428 6.886 -0.105
C 0.138 5.691 -0.524
C -0.375 4.491 -0.070
H -0.499 3.560 7.527
H -2.437 3.145 9.005
H -4.378 1.875 8.166
H -4.378 1.013 5.855
H -2.441 1.389 4.389
H 1.633 4.032 2.768
H 1.927 6.362 2.008
H 0.742 8.195 3.157
H -0.741 7.694 5.065
H -1.066 5.367 5.806
H -2.324 4.291 3.780
H -4.245 4.761 5.246
H -6.476 3.868 4.682
H -6.788 2.518 2.639
H -4.851 2.066 1.156
H -2.889 5.671 1.864
H -1.972 7.795 1.063
H -0.051 7.827 -0.479
H 0.966 5.695 -1.219
H 0.017 3.552 -0.441
C 0.234 -3.507 -0.780
C -1.003 -2.930 -1.477
P -0.618 -1.286 -2.256
C -2.250 -0.617 -2.725
C -3.471 -1.179 -2.369
C -4.652 -0.566 -2.749
C -4.629 0.603 -3.487
C -3.418 1.163 -3.863
C -2.235 0.559 -3.481
C -0.065 -1.813 -3.922
C -1.019 -2.352 -4.787
C -0.657 -2.743 -6.061
C 0.659 -2.624 -6.478
C 1.615 -2.107 -5.619
C 1.251 -1.684 -4.350
C 0.492 -2.764 0.533
P 2.193 -2.506 1.289
C 3.333 -3.760 0.600
C 4.683 -3.401 0.671
C 5.659 -4.234 0.166
C 5.305 -5.451 -0.395
C 3.975 -5.839 -0.413
C 2.991 -5.012 0.104
C 2.868 -1.120 0.232
C 2.975 -1.232 -1.169
C 3.800 -0.361 -1.883
C 4.506 0.630 -1.224
C 4.389 0.766 0.153
C 3.589 -0.104 0.876
H 1.086 -3.451 -1.458
H 0.057 -4.563 -0.573
H -1.804 -2.794 -0.745
H -1.356 -3.606 -2.261
H -3.518 -2.098 -1.809
H -5.597 -1.007 -2.472
H -5.555 1.078 -3.765
H -3.398 2.072 -4.445
H -1.284 0.987 -3.773
H -2.047 -2.450 -4.471
H -1.408 -3.135 -6.730
H 0.936 -2.924 -7.476
H 2.642 -2.025 -5.944
H 1.992 -1.243 -3.697
H -0.112 -3.220 1.324
H 0.118 -1.709 0.433
H 4.962 -2.457 1.118
H 6.693 -3.933 0.214
H 6.067 -6.092 -0.810
H 3.699 -6.795 -0.829
H 1.968 -5.354 0.108
H 2.586 -2.116 -1.666
H 3.932 -0.479 -2.951
H 5.166 1.282 -1.777
H 4.950 1.535 0.663
H 3.553 -0.044 1.957
O -2.793 0.582 2.206
S -2.051 -0.713 2.103
C -1.924 -1.311 3.808
C -0.687 -1.732 4.264
C -0.574 -2.191 5.567
C -1.689 -2.223 6.391
C -2.922 -1.796 5.918
C -3.045 -1.335 4.619
C -3.268 -1.935 1.585
C -2.985 -3.263 1.863
C -3.874 -4.246 1.469
C -5.040 -3.894 0.805
C -5.308 -2.564 0.521
C -4.410 -1.575 0.895
H 0.174 -1.698 3.611
H 0.383 -2.524 5.933
H -1.595 -2.591 7.402
H -3.787 -1.830 6.562
H -3.995 -0.994 4.232
H -2.091 -3.524 2.412
H -3.665 -5.280 1.698
H -5.746 -4.661 0.524
H -6.221 -2.295 0.012
H -4.593 -0.535 0.669
N 5.063 5.492 -3.130
C 5.751 6.046 -4.176
C 6.613 7.128 -4.282
C 7.097 7.418 -5.541
C 6.765 6.645 -6.663
C 5.929 5.559 -6.566
C 5.386 5.270 -5.311
N 4.508 4.309 -4.939
C 4.316 4.460 -3.646
C 3.399 3.625 -2.917
C 3.233 3.627 -1.527
C 2.336 2.746 -0.957
N 1.578 1.906 -1.666
C 1.705 1.919 -2.998
C 2.593 2.741 -3.651
H 5.064 5.818 -2.178
H 6.892 7.717 -3.421
H 7.754 8.263 -5.669
H 7.183 6.911 -7.621
H 5.687 4.946 -7.417
H 3.786 4.290 -0.881
H 2.210 2.716 0.122
H 1.046 1.260 -3.555
H 2.684 2.730 -4.722

net charge	+2
calculated total energy	-273143.15939	eV
LUMO level (alpha / beta)	-4.70 / -7.54	eV
<S²>	8.765
multiplicity	6
energy above the lowest of the compared OMol25 structures with the same formula, charge and spin	82.63	kJ/mol



The following is a quantum chemistry calculation of a structure of composition C77H83N7O3PbTe2 in a non-equilibrium geometry, from OMol25.

Cartesian coordinates (Å):
Pb 0.030 0.729 -0.180
N -1.719 -1.061 0.479
C -1.398 -2.398 -0.072
C -1.898 -2.556 -1.519
C -0.907 -3.189 -2.493
N 0.017 -2.192 -3.054
H -1.927 -1.120 1.468
H -2.526 -0.667 0.000
H -1.862 -3.170 0.545
H -0.312 -2.545 -0.018
H -2.161 -1.573 -1.914
H -2.806 -3.161 -1.515
H -0.364 -4.008 -1.999
H -1.472 -3.620 -3.320
H 0.524 -2.605 -3.829
H 0.730 -1.953 -2.364
C 0.995 2.456 6.888
C -0.484 2.364 6.627
C -1.409 2.645 7.626
C -2.775 2.572 7.392
C -3.236 2.220 6.134
C -2.334 1.919 5.125
C -0.965 1.985 5.372
N -0.016 1.608 4.387
C -0.180 1.665 3.024
N -0.956 2.696 2.603
C -0.816 3.489 1.424
C -0.496 2.929 0.193
C -0.342 3.809 -0.881
C -0.542 5.171 -0.748
C -0.880 5.693 0.493
C -1.005 4.870 1.601
C -1.288 5.471 2.956
N 0.395 0.804 2.217
C 1.276 -0.146 2.831
C 2.646 0.094 2.755
C 3.554 -0.726 3.405
C 3.087 -1.791 4.161
C 1.725 -2.048 4.221
C 0.798 -1.249 3.554
C -0.670 -1.564 3.683
H 1.180 2.844 7.887
H 1.482 3.115 6.167
H 1.480 1.478 6.817
H -1.046 2.928 8.608
H -3.473 2.781 8.192
H -4.299 2.158 5.937
H -2.693 1.624 4.146
H 0.715 0.990 4.702
H -1.328 3.223 3.378
H -0.066 3.416 -1.854
H -0.433 5.827 -1.604
H -1.042 6.759 0.605
H -1.398 6.550 2.872
H -0.468 5.274 3.654
H -2.211 5.081 3.398
H 2.987 0.953 2.192
H 4.613 -0.516 3.334
H 3.776 -2.407 4.726
H 1.359 -2.871 4.826
H -0.938 -2.419 3.055
H -1.292 -0.716 3.398
H -0.916 -1.826 4.712
C 1.301 -9.137 -0.773
C 1.560 -7.665 -0.604
C 1.231 -7.005 0.569
C 1.500 -5.652 0.756
C 0.997 -5.028 2.042
C 2.167 -4.941 -0.257
Te 2.916 -3.014 0.330
N 2.581 -1.918 -1.313
C 3.194 -0.792 -0.952
O 3.791 -0.672 0.153
C 3.098 0.345 -1.904
C 3.008 1.652 -1.432
C 2.853 2.706 -2.321
C 2.821 2.471 -3.689
C 2.965 1.176 -4.164
C 3.081 0.115 -3.277
C 4.998 -3.514 0.305
C 5.446 -4.124 1.491
C 4.506 -4.683 2.531
C 6.810 -4.270 1.705
C 7.748 -3.827 0.784
C 9.223 -3.941 1.050
C 7.279 -3.280 -0.399
C 5.923 -3.113 -0.669
C 5.590 -2.525 -2.018
C 2.445 -5.578 -1.479
C 3.079 -4.867 -2.647
C 2.128 -6.920 -1.631
H 0.796 -9.551 0.098
H 2.243 -9.672 -0.907
H 0.688 -9.327 -1.655
H 0.738 -7.553 1.366
H 1.702 -5.166 2.864
H 0.065 -5.509 2.337
H 0.803 -3.962 1.935
H 3.095 1.845 -0.368
H 2.781 3.717 -1.941
H 2.712 3.292 -4.386
H 2.992 0.995 -5.230
H 3.193 -0.899 -3.644
H 3.701 -3.985 2.766
H 5.040 -4.896 3.455
H 4.060 -5.617 2.178
H 7.147 -4.729 2.629
H 9.415 -4.289 2.064
H 9.713 -2.977 0.914
H 9.686 -4.645 0.356
H 7.990 -2.947 -1.150
H 5.949 -1.495 -2.076
H 4.529 -2.526 -2.222
H 6.097 -3.094 -2.797
H 2.878 -3.799 -2.612
H 2.692 -5.266 -3.585
H 4.160 -5.025 -2.646
H 2.340 -7.400 -2.582
Te -0.828 0.688 -3.821
C -0.267 0.567 -5.888
C 0.632 -0.382 -6.365
C 0.902 -0.467 -7.724
C 0.275 0.393 -8.614
C -0.624 1.340 -8.141
C -0.895 1.428 -6.784
C -2.649 -0.206 -4.457
C -2.553 -1.477 -5.018
C -3.691 -2.118 -5.480
C -4.928 -1.490 -5.397
C -5.015 -0.212 -4.868
C -3.877 0.437 -4.402
H 1.115 -1.068 -5.677
H 1.604 -1.208 -8.088
H 0.486 0.324 -9.673
H -1.118 2.011 -8.833
H -1.606 2.162 -6.423
H -1.589 -1.962 -5.106
H -3.609 -3.107 -5.913
H -5.817 -1.992 -5.756
H -5.969 0.297 -4.816
H -3.964 1.446 -4.027
C -4.292 6.845 3.581
C -4.104 6.773 2.087
C -4.024 7.950 1.350
C -3.854 7.914 -0.027
C -3.810 6.698 -0.679
C -3.906 5.507 0.040
N -3.809 4.301 -0.678
C -4.644 3.210 -0.572
C -5.922 3.313 -0.006
C -6.742 2.206 0.104
C -6.319 0.957 -0.339
C -5.063 0.843 -0.907
C -4.226 1.949 -1.042
C -2.924 1.768 -1.745
O -2.502 2.649 -2.525
O -2.303 0.669 -1.531
C -4.002 5.534 1.440
C -3.926 4.266 2.252
H -4.429 7.877 3.900
H -3.427 6.444 4.117
H -5.167 6.271 3.892
H -4.088 8.903 1.862
H -3.769 8.836 -0.588
H -3.711 6.651 -1.757
H -3.124 4.256 -1.418
H -6.273 4.287 0.311
H -7.728 2.319 0.538
H -6.968 0.095 -0.261
H -4.718 -0.113 -1.284
H -4.914 3.862 2.488
H -3.420 4.453 3.200
H -3.374 3.498 1.709

net charge	+1
calculated total energy	-117599.52925	eV
LUMO level (alpha / beta)	-1.46 / -3.82	eV
<S²>	0.755
multiplicity	2
energy above the lowest of the compared OMol25 structures with the same formula, charge and spin	0.00	kJ/mol